Record 1
{
  "formula": "BH18O7",
  "method": "ωB97M-V/def2-TZVPD",
  "homo_lumo_gap_ev": 8.56,
  "charge": -1,
  "total_energy_ha": -562.263968,
  "e_above_lowest_ev": 2.516,
  "homo_energy_ev": -5.52,
  "species": ["B", "H", "H", "H", "H", "O", "H", "H", "O", "H", "H", "O", "H", "H", "O", "H", "H", "O", "H", "H", "O", "H", "H", "O", "H", "H"],
  "positions_angstrom": [[-25.866, 16.114, 4.370], [-25.430, 17.072, 3.779], [-25.738, 16.461, 5.574], [-27.121, 15.839, 4.411], [-25.374, 15.140, 4.083], [-25.723, 18.005, 8.462], [-25.586, 18.144, 9.400], [-24.906, 17.830, 7.959], [-29.173, 17.188, 5.652], [-28.367, 17.043, 5.228], [-30.010, 16.722, 5.381], [-23.611, 14.521, 6.800], [-24.306, 14.572, 7.443], [-24.080, 15.031, 6.050], [-26.983, 13.037, 5.293], [-26.790, 13.807, 4.828], [-27.294, 12.388, 4.702], [-22.792, 17.346, 2.177], [-22.437, 18.189, 2.221], [-23.346, 17.353, 2.875], [-25.612, 14.048, 1.102], [-25.943, 13.307, 0.684], [-25.434, 14.069, 2.012], [-25.748, 19.929, 4.749], [-26.154, 20.057, 5.497], [-25.540, 18.894, 4.860]]
}

=====

Record 2
{
  "formula": "BCsF8N2O8S4",
  "method": "ωB97M-V/def2-TZVPD",
  "homo_lumo_gap_ev": 8.63,
  "charge": -2,
  "total_energy_ha": -3148.363800,
  "e_above_lowest_ev": 3.909,
  "homo_energy_ev": -5.00,
  "species": ["Cs", "N", "S", "O", "O", "F", "S", "O", "O", "F", "N", "S", "O", "O", "F", "S", "O", "O", "F", "B", "F", "F", "F", "F"],
  "positions_angstrom": [[2.230, 20.523, 16.628], [7.539, 21.637, 17.662], [7.711, 20.978, 16.375], [7.983, 21.705, 15.157], [7.273, 19.645, 16.216], [9.249, 20.784, 16.826], [5.997, 22.194, 17.197], [4.879, 21.268, 17.478], [5.832, 23.230, 16.208], [5.877, 23.135, 18.551], [1.557, 22.990, 15.385], [1.638, 24.229, 16.127], [0.754, 24.403, 17.277], [2.019, 25.405, 15.350], [3.005, 23.708, 16.812], [0.244, 23.456, 14.451], [0.472, 23.726, 13.058], [-0.919, 24.025, 15.118], [-0.302, 21.916, 14.470], [2.933, 18.380, 13.717], [3.831, 19.434, 13.782], [2.588, 18.107, 14.988], [1.845, 18.932, 13.053], [3.443, 17.309, 13.021]]
}

=====

Record 3
{
  "formula": "C24H72O24S6",
  "method": "ωB97M-V/def2-TZVPD",
  "homo_lumo_gap_ev": 9.46,
  "total_energy_ha": -5152.287193,
  "e_above_lowest_ev": 2.474,
  "homo_energy_ev": -9.34,
  "smiles": "CCOS(C)(=O)=O.CCOS(C)(=O)=O.CCOS(C)(=O)=O.CCOS(C)(=O)=O.CCOS(C)(=O)=O.CCOS(C)(=O)=O.CO.CO.CO.CO.CO.CO",
  "species": ["O", "S", "O", "O", "C", "C", "C", "H", "H", "H", "H", "H", "H", "H", "H", "O", "S", "O", "O", "C", "C", "C", "H", "H", "H", "H", "H", "H", "H", "H", "O", "S", "O", "O", "C", "C", "C", "H", "H", "H", "H", "H", "H", "H", "H", "O", "S", "O", "O", "C", "C", "C", "H", "H", "H", "H", "H", "H", "H", "H", "O", "S", "O", "O", "C", "C", "C", "H", "H", "H", "H", "H", "H", "H", "H", "O", "S", "O", "O", "C", "C", "C", "H", "H", "H", "H", "H", "H", "H", "H", "C", "O", "H", "H", "H", "H", "C", "O", "H", "H", "H", "H", "C", "O", "H", "H", "H", "H", "C", "O", "H", "H", "H", "H", "C", "O", "H", "H", "H", "H", "C", "O", "H", "H", "H", "H"],
  "positions_angstrom": [[-10.088, -25.965, 2.540], [-9.190, -27.043, 2.280], [-9.055, -28.175, 3.181], [-9.396, -27.564, 0.741], [-10.477, -28.487, 0.553], [-11.753, -27.789, 0.122], [-7.513, -26.381, 2.162], [-10.767, -29.047, 1.443], [-10.200, -29.161, -0.254], [-12.199, -27.028, 0.756], [-12.489, -28.598, 0.011], [-11.743, -27.433, -0.914], [-6.812, -27.117, 1.782], [-7.138, -25.933, 3.076], [-7.735, -25.595, 1.434], [-3.150, -25.570, -0.731], [-3.338, -24.142, -0.721], [-4.142, -23.406, -1.656], [-3.813, -23.742, 0.747], [-3.125, -24.382, 1.860], [-4.037, -24.345, 3.069], [-1.703, -23.352, -0.803], [-2.251, -23.770, 2.085], [-2.859, -25.411, 1.635], [-4.829, -25.093, 2.987], [-4.602, -23.421, 3.211], [-3.451, -24.512, 3.971], [-1.913, -22.336, -0.467], [-1.378, -23.291, -1.835], [-1.107, -23.869, -0.054], [-10.370, -31.609, 1.743], [-9.347, -32.335, 1.036], [-9.354, -32.544, -0.389], [-7.956, -31.551, 1.329], [-7.694, -31.143, 2.680], [-6.358, -30.430, 2.687], [-9.031, -33.856, 1.931], [-7.615, -32.007, 3.348], [-8.450, -30.493, 3.122], [-6.448, -29.348, 2.693], [-5.708, -30.760, 1.873], [-5.777, -30.787, 3.543], [-9.516, -34.654, 1.369], [-9.482, -33.782, 2.917], [-7.972, -34.087, 2.004], [-2.402, -32.614, -0.969], [-1.501, -32.394, 0.115], [-1.656, -31.215, 0.938], [-1.510, -33.745, 1.020], [-0.830, -33.701, 2.308], [0.310, -34.689, 2.346], [0.188, -32.581, -0.463], [-1.664, -33.999, 2.948], [-0.559, -32.698, 2.639], [1.106, -34.357, 1.684], [-0.127, -35.645, 2.041], [0.690, -34.935, 3.336], [0.435, -31.871, -1.248], [0.282, -33.614, -0.789], [0.868, -32.494, 0.384], [0.829, -31.035, -3.594], [-0.368, -31.266, -4.385], [-0.724, -32.598, -4.807], [-1.660, -30.579, -3.662], [-1.433, -29.497, -2.774], [-2.743, -28.760, -2.647], [-0.450, -30.232, -5.852], [-0.683, -28.824, -3.205], [-1.106, -29.759, -1.764], [-3.110, -28.384, -3.602], [-2.717, -27.971, -1.902], [-3.488, -29.461, -2.263], [-1.442, -30.363, -6.275], [0.313, -30.522, -6.571], [-0.317, -29.188, -5.573], [-6.338, -25.407, -1.022], [-6.159, -26.602, -1.788], [-5.528, -27.789, -1.297], [-7.637, -27.026, -2.380], [-8.524, -25.953, -2.677], [-9.536, -26.475, -3.710], [-5.266, -26.165, -3.329], [-8.083, -25.038, -3.075], [-9.095, -25.681, -1.788], [-10.164, -27.214, -3.205], [-8.973, -27.045, -4.448], [-10.187, -25.651, -3.990], [-4.210, -26.260, -3.084], [-5.593, -25.159, -3.559], [-5.421, -27.002, -4.007], [-2.542, -31.093, 4.232], [-1.954, -30.120, 3.392], [-3.155, -30.547, 4.956], [-3.193, -31.764, 3.668], [-1.847, -31.683, 4.837], [-1.850, -30.494, 2.487], [-0.746, -27.010, 3.382], [-0.230, -26.162, 2.355], [-1.815, -26.771, 3.360], [-0.552, -28.061, 3.169], [-0.403, -26.796, 4.390], [-0.552, -26.460, 1.483], [-3.752, -28.538, 1.463], [-3.853, -28.485, 2.876], [-3.418, -29.487, 1.032], [-4.726, -28.386, 0.996], [-3.086, -27.776, 1.050], [-3.088, -29.000, 3.189], [-6.590, -28.164, 5.317], [-5.659, -27.384, 4.615], [-7.379, -28.501, 4.631], [-6.227, -29.149, 5.651], [-7.070, -27.705, 6.179], [-5.140, -27.971, 4.034], [0.017, -26.829, -1.076], [-1.010, -27.047, -0.110], [-0.406, -26.270, -1.916], [0.830, -26.275, -0.609], [0.381, -27.792, -1.441], [-1.857, -26.895, -0.549], [-2.730, -27.631, 6.196], [-1.406, -28.226, 6.309], [-3.214, -27.533, 7.167], [-2.805, -26.696, 5.647], [-3.198, -28.385, 5.555], [-1.634, -29.150, 6.421]]
}

=====

Record 4
{
  "formula": "C32H50ClIrN5O2PSi4",
  "method": "ωB97M-V/def2-TZVPD",
  "s_squared": 8.771,
  "homo_lumo_gap_ev": [6.45, 5.06],
  "charge": 1,
  "total_energy_ha": -3737.288532,
  "multiplicity": 6,
  "e_above_lowest_ev": 0.060,
  "homo_energy_ev": [-9.62, -10.68],
  "species": ["Ir", "C", "C", "C", "C", "N", "C", "N", "C", "N", "C", "N", "C", "C", "C", "C", "C", "N", "C", "C", "C", "C", "C", "C", "H", "H", "H", "H", "H", "H", "H", "H", "H", "H", "H", "H", "C", "Si", "C", "C", "Si", "Si", "C", "C", "C", "Si", "C", "C", "C", "H", "H", "H", "H", "H", "H", "H", "H", "H", "H", "H", "H", "H", "H", "H", "H", "H", "H", "H", "H", "H", "H", "H", "H", "H", "H", "H", "C", "P", "C", "C", "H", "H", "H", "H", "H", "H", "H", "H", "H", "Cl", "C", "C", "O", "O", "H", "H"],
  "positions_angstrom": [[-0.071, 0.273, 0.645], [4.344, -1.426, -0.124], [4.560, -2.322, 0.916], [3.688, -2.314, 1.980], [2.628, -1.399, 1.993], [2.365, -0.607, 0.948], [3.224, -0.623, -0.073], [1.945, -1.307, 3.191], [1.086, -0.409, 3.466], [0.451, 0.553, 2.650], [-0.217, 1.435, 3.496], [-0.898, 2.497, 3.257], [-1.262, 3.018, 2.043], [-1.900, 4.270, 2.084], [-2.431, 4.807, 0.937], [-2.319, 4.096, -0.256], [-1.643, 2.902, -0.233], [-1.110, 2.369, 0.878], [-0.067, 0.976, 4.889], [-0.561, 1.501, 6.069], [-0.295, 0.791, 7.232], [0.442, -0.395, 7.202], [0.945, -0.903, 6.012], [0.666, -0.191, 4.860], [5.023, -1.367, -0.962], [5.406, -2.996, 0.902], [3.818, -2.950, 2.843], [2.991, 0.048, -0.888], [-1.981, 4.761, 3.042], [-2.938, 5.763, 0.964], [-2.732, 4.468, -1.184], [-1.493, 2.323, -1.134], [-1.126, 2.423, 6.078], [-0.665, 1.160, 8.180], [0.627, -0.923, 8.128], [1.526, -1.814, 5.978], [-1.701, 0.384, -4.622], [-1.751, -0.379, -2.904], [-3.326, 0.295, -2.143], [-1.939, -2.249, -2.943], [0.362, 0.129, -1.802], [1.734, -1.377, -3.153], [0.981, -1.756, -4.831], [3.456, -0.756, -3.574], [1.875, -2.969, -2.175], [1.560, 2.199, -2.484], [1.486, 2.165, -4.358], [3.324, 2.294, -1.870], [0.762, 3.785, -1.900], [-2.508, -0.069, -5.206], [-0.773, 0.241, -5.167], [-1.906, 1.455, -4.563], [-4.121, 0.050, -2.857], [-3.349, 1.374, -2.001], [-3.578, -0.199, -1.207], [-2.218, -2.581, -3.946], [-2.744, -2.551, -2.270], [-1.049, -2.794, -2.636], [1.134, -0.941, -5.540], [-0.071, -2.024, -4.831], [1.537, -2.620, -5.211], [3.460, 0.168, -4.152], [3.891, -1.533, -4.211], [4.114, -0.637, -2.717], [0.914, -3.474, -2.082], [2.266, -2.809, -1.172], [2.561, -3.623, -2.723], [1.759, 1.207, -4.798], [2.186, 2.918, -4.733], [0.490, 2.432, -4.710], [3.974, 1.474, -2.166], [3.377, 2.425, -0.788], [3.720, 3.208, -2.326], [-0.217, 3.967, -2.343], [1.428, 4.588, -2.235], [0.686, 3.857, -0.816], [-3.738, 0.881, 1.441], [-2.498, -0.455, 1.598], [-2.655, -0.756, 3.384], [-3.288, -1.879, 0.779], [-4.710, 0.480, 1.737], [-3.815, 1.277, 0.433], [-3.485, 1.696, 2.120], [-3.687, -1.059, 3.574], [-2.466, 0.163, 3.937], [-1.974, -1.539, 3.701], [-3.283, -2.722, 1.466], [-2.732, -2.172, -0.110], [-4.314, -1.630, 0.507], [-1.159, -4.913, -0.450], [0.046, -4.313, 0.727], [-0.275, -2.868, 1.092], [-0.737, -2.613, 2.200], [-0.048, -2.012, 0.166], [1.019, -4.384, 0.250], [-0.010, -4.943, 1.608]]
}